{"formula": "C38H93NO10P2", "method": "ωB97M-V/def2-TZVPD", "total_energy_ha": -2993.155154, "lumo_energy_ev": 0.287, "e_homo_ev": -8.316, "smiles": "CCCCCCCCCP(OCCNC[C@H](C)O)#P(O)O.CCOCC.CCOCC.CCOCC.CCOCC.CCOCC.CCOCC", "elements": ["C", "C", "C", "C", "C", "C", "C", "C", "C", "P", "O", "C", "C", "N", "C", "C", "C", "O", "P", "O", "O", "H", "H", "H", "H", "H", "H", "H", "H", "H", "H", "H", "H", "H", "H", "H", "H", "H", "H", "H", "H", "H", "H", "H", "H", "H", "H", "H", "H", "H", "H", "H", "H", "H", "C", "C", "O", "C", "C", "H", "H", "H", "H", "H", "H", "H", "H", "H", "H", "C", "C", "O", "C", "C", "H", "H", "H", "H", "H", "H", "H", "H", "H", "H", "C", "C", "O", "C", "C", "H", "H", "H", "H", "H", "H", "H", "H", "H", "H", "C", "C", "O", "C", "C", "H", "H", "H", "H", "H", "H", "H", "H", "H", "H", "C", "C", "O", "C", "C", "H", "H", "H", "H", "H", "H", "H", "H", "H", "H", "C", "C", "O", "C", "C", "H", "H", "H", "H", "H", "H", "H", "H", "H", "H"], "positions_angstrom": [[-2.0154, 1.8843, -1.5103], [-0.5427, 2.5360, -1.8185], [0.5333, 1.5107, -2.5188], [0.6392, 0.0789, -1.7276], [2.1124, -0.6414, -1.7878], [2.0151, -2.2066, -1.2299], [0.9280, -2.4116, -0.0199], [1.2021, -1.4933, 1.3110], [2.2768, -2.1283, 2.3740], [2.7997, -0.6537, 3.5351], [1.4108, 0.3876, 3.8356], [1.5343, 1.6596, 3.0939], [1.1558, 2.9892, 4.0018], [2.3590, 3.6896, 4.6052], [1.8881, 4.8606, 5.4358], [3.0553, 5.6660, 6.2497], [4.5805, 5.4592, 5.6991], [3.0704, 5.3699, 7.7001], [3.3494, -1.6286, 5.4062], [1.9046, -2.2164, 6.1800], [4.1805, -0.4191, 6.3433], [-2.7883, 1.9603, -2.3868], [-2.4758, 2.5178, -0.6116], [-2.0031, 0.7717, -1.1479], [-0.7240, 3.4420, -2.5678], [-0.0750, 2.9396, -0.8191], [1.6015, 2.0311, -2.4063], [0.3731, 1.3905, -3.6949], [0.2504, 0.2836, -0.6177], [-0.1468, -0.6629, -2.2124], [2.4823, -0.7297, -2.9039], [2.9537, -0.0421, -1.1909], [1.6483, -2.8852, -2.1310], [3.0845, -2.5516, -0.8848], [-0.1967, -2.2244, -0.3328], [0.9908, -3.5553, 0.3142], [1.6554, -0.4542, 0.9574], [0.2041, -1.2564, 1.8744], [3.2364, -2.4897, 1.7967], [1.8525, -3.0143, 3.0199], [2.5748, 1.7815, 2.5308], [0.7209, 1.6161, 2.2216], [0.6605, 3.7665, 3.2432], [0.3588, 2.7779, 4.8359], [2.8062, 3.0271, 5.2758], [1.2116, 5.6321, 4.8312], [1.1570, 4.4061, 6.2633], [2.8099, 6.8295, 6.1527], [5.0581, 6.5454, 5.5631], [5.1974, 4.9540, 6.5632], [4.6791, 4.9383, 4.6570], [2.1259, 5.3484, 8.0358], [1.0750, -1.7896, 5.8145], [5.0524, -0.2641, 5.8348], [-3.3704, -5.6354, -0.3111], [-2.8366, -5.2435, -1.6798], [-1.4262, -5.0361, -1.7010], [-0.6155, -6.1522, -1.3399], [-0.8118, -7.3588, -2.2418], [-3.1158, -4.8705, 0.4325], [-4.4592, -5.7470, -0.3440], [-2.9489, -6.5807, 0.0355], [-3.2972, -4.2964, -1.9776], [-3.1223, -5.9769, -2.4393], [-0.7797, -6.4128, -0.2891], [0.4263, -5.8202, -1.4162], [-1.8351, -7.7387, -2.2010], [-0.1398, -8.1698, -1.9441], [-0.6022, -7.0952, -3.2843], [5.2947, 3.1895, 2.1917], [6.6533, 2.6013, 1.8455], [7.2301, 3.1595, 0.6673], [7.4757, 4.5640, 0.6855], [8.4274, 4.9970, 1.7876], [4.5948, 3.0530, 1.3584], [4.8833, 2.7017, 3.0815], [5.3540, 4.2601, 2.3961], [6.5339, 1.5295, 1.6585], [7.3478, 2.6915, 2.6857], [6.5290, 5.1113, 0.7426], [7.9201, 4.8168, -0.2841], [8.0317, 4.7750, 2.7812], [8.6098, 6.0746, 1.7313], [9.3855, 4.4742, 1.6929], [-5.3061, 1.1923, 3.4074], [-4.3463, 2.1991, 2.7935], [-4.3795, 2.2190, 1.3683], [-5.6299, 2.5492, 0.7676], [-6.1419, 3.9260, 1.1551], [-5.0914, 0.1829, 3.0361], [-5.2142, 1.1939, 4.4985], [-6.3454, 1.4166, 3.1603], [-3.3250, 1.9291, 3.0795], [-4.5216, 3.2033, 3.1898], [-6.3710, 1.7743, 0.9899], [-5.4727, 2.5234, -0.3169], [-6.3236, 4.0081, 2.2290], [-7.0816, 4.1421, 0.6375], [-5.4096, 4.6956, 0.8875], [-5.6670, 5.5046, -4.2877], [-4.3211, 5.6497, -3.5953], [-3.4918, 4.4967, -3.7190], [-3.1386, 4.1088, -5.0450], [-2.3750, 5.1799, -5.8050], [-6.2092, 4.6370, -3.8927], [-6.2750, 6.4017, -4.1314], [-5.5582, 5.3592, -5.3640], [-4.4921, 5.7995, -2.5248], [-3.7894, 6.5376, -3.9492], [-4.0309, 3.7930, -5.5955], [-2.5029, 3.2207, -4.9525], [-2.9650, 6.0902, -5.9336], [-2.0969, 4.8161, -6.7990], [-1.4626, 5.4553, -5.2647], [-7.1416, -3.1342, -2.2338], [-6.4572, -3.8982, -3.3561], [-6.3817, -5.3026, -3.1231], [-7.6228, -5.9876, -2.9692], [-8.5293, -5.8762, -4.1832], [-6.6237, -3.3058, -1.2824], [-7.1404, -2.0602, -2.4474], [-8.1791, -3.4464, -2.1016], [-5.4271, -3.5397, -3.4468], [-6.9378, -3.6999, -4.3184], [-8.1321, -5.6454, -2.0622], [-7.3794, -7.0439, -2.8062], [-8.8111, -4.8414, -4.3903], [-9.4479, -6.4500, -4.0261], [-8.0234, -6.2621, -5.0750], [6.7226, -3.6378, -0.9578], [5.6896, -4.7073, -0.6405], [4.7862, -4.9603, -1.7140], [5.3644, -5.4148, -2.9357], [6.1253, -6.7222, -2.7948], [6.2288, -2.6976, -1.2313], [7.3656, -3.4591, -0.0897], [7.3634, -3.9251, -1.7935], [5.0837, -4.3692, 0.2059], [6.1696, -5.6375, -0.3232], [5.9981, -4.6326, -3.3666], [4.5361, -5.5625, -3.6383], [6.9702, -6.6324, -2.1083], [6.5138, -7.0430, -3.7663], [5.4682, -7.5069, -2.4039]], "forces_ev_per_a": [[-0.532, 0.585, 0.988], [-0.348, -0.240, -0.910], [1.140, 0.462, 0.284], [-0.664, 0.122, -0.378], [-0.092, -0.481, 0.130], [-0.559, 0.391, -0.167], [-0.021, -0.698, 0.814], [0.447, 0.402, -0.139], [-0.686, -0.344, -0.002], [-0.858, 1.088, -0.550], [1.917, 0.003, -1.071], [-1.142, 1.056, -1.157], [-0.243, 0.331, -0.864], [-1.069, -0.020, 0.519], [-0.999, -0.060, 1.238], [0.031, 1.190, -0.628], [0.393, 1.235, 0.468], [-1.409, -0.127, -1.230], [-0.054, -1.380, 0.881], [0.547, 2.080, -1.274], [-0.096, -0.388, -1.859], [1.721, -0.060, 1.453], [0.821, -1.442, -1.940], [0.230, 2.084, -0.698], [0.496, -1.762, 1.773], [-0.923, -0.798, -1.956], [-2.203, -1.019, -0.320], [0.105, 0.108, 2.635], [1.108, -0.589, -2.315], [1.603, 1.415, 1.043], [-0.785, 0.405, 2.172], [-1.984, -1.156, -1.208], [0.906, 1.327, 1.924], [-2.132, 0.512, -0.714], [2.490, -0.379, 0.292], [-0.213, 2.387, -0.723], [-0.976, -2.063, 0.716], [1.875, -0.488, -1.080], [-1.789, 0.799, 1.280], [0.658, 1.583, -1.545], [-2.015, -0.231, 1.575], [1.621, 0.096, 1.859], [1.055, -1.675, 1.616], [1.264, -0.058, -1.607], [-0.416, 0.634, -0.691], [1.710, -1.803, 0.912], [1.227, 1.139, -1.369], [0.384, -2.471, 0.096], [-1.022, -2.374, 0.329], [-1.225, 0.703, -1.927], [-0.429, 0.701, 2.225], [1.628, 0.117, -0.783], [1.428, -0.396, 0.700], [-1.960, -0.487, 1.134], [0.023, 0.021, 0.150], [0.044, -0.057, 0.106], [0.098, 0.100, -0.005], [-0.062, 0.085, -0.093], [-0.078, -0.062, -0.139], [-0.061, -0.092, -0.138], [0.139, 0.048, -0.050], [-0.070, -0.024, -0.040], [0.269, -0.037, -0.024], [-0.049, -0.060, 0.042], [-0.051, -0.079, -0.004], [-0.245, 0.171, -0.022], [0.072, -0.039, 0.067], [-0.057, 0.111, -0.028], [0.015, -0.024, 0.157], [-0.043, 0.025, -0.045], [-0.124, 0.115, -0.115], [0.054, -0.036, -0.085], [0.025, -0.122, 0.038], [0.105, -0.054, 0.120], [0.105, -0.022, 0.139], [0.026, 0.061, -0.124], [-0.012, -0.038, 0.079], [0.136, 0.155, -0.186], [-0.007, 0.077, 0.080], [0.004, 0.027, 0.090], [-0.125, -0.272, 0.099], [-0.026, 0.101, -0.042], [-0.022, -0.126, -0.014], [-0.126, 0.093, -0.029], [-0.075, -0.132, -0.043], [-0.084, -0.112, -0.104], [0.064, -0.004, -0.027], [0.105, 0.037, 0.033], [0.041, 0.142, 0.079], [0.008, 0.179, 0.091], [0.022, -0.005, -0.149], [0.017, 0.042, 0.081], [-0.053, 0.052, -0.275], [-0.092, 0.030, 0.040], [-0.049, 0.043, 0.065], [0.212, -0.084, 0.222], [-0.087, -0.028, -0.064], [0.114, -0.036, 0.042], [-0.099, -0.119, -0.012], [-0.091, -0.114, -0.053], [-0.039, -0.152, -0.062], [0.023, -0.045, 0.075], [0.021, 0.083, 0.086], [0.078, 0.144, 0.016], [0.088, 0.172, -0.024], [0.086, -0.123, 0.012], [-0.012, 0.091, 0.015], [0.194, -0.199, -0.083], [-0.021, 0.037, -0.090], [-0.009, 0.068, -0.054], [-0.150, 0.137, 0.230], [-0.005, -0.077, -0.080], [-0.028, 0.023, 0.128], [-0.108, -0.084, -0.079], [-0.034, -0.025, 0.148], [-0.042, -0.052, 0.141], [0.104, -0.056, 0.028], [0.067, 0.043, -0.074], [-0.006, 0.050, -0.162], [-0.045, 0.061, -0.176], [0.040, -0.147, 0.026], [-0.003, 0.071, -0.057], [-0.051, -0.280, 0.004], [-0.090, 0.027, -0.002], [-0.064, 0.050, -0.039], [0.190, 0.249, -0.015], [-0.066, -0.063, 0.068], [0.122, 0.053, -0.007], [-0.069, 0.012, 0.147], [0.010, 0.118, -0.092], [0.013, 0.087, -0.168], [-0.099, 0.012, 0.024], [-0.029, -0.023, 0.100], [0.033, -0.128, 0.107], [0.071, -0.148, 0.091], [-0.115, -0.017, -0.098], [0.040, -0.024, 0.079], [-0.141, -0.104, -0.215], [0.086, -0.018, -0.019], [0.076, -0.037, 0.021], [-0.003, 0.131, 0.289], [0.018, 0.019, -0.110], [-0.064, 0.047, 0.106], [0.065, 0.113, -0.093]]}

{"formula": "C24H26As2Cl3GeN2O3Pb", "method": "ωB97M-V/def2-TZVPD", "spin_multiplicity": 2, "total_energy_ha": -9387.368849, "lumo_energy_ev": [-0.173, -2.950], "e_homo_ev": [-7.786, -7.764], "s_squared": 0.757, "elements": ["Pb", "O", "C", "C", "C", "C", "C", "C", "C", "O", "N", "N", "C", "C", "C", "C", "C", "C", "C", "O", "H", "H", "H", "H", "H", "H", "H", "H", "H", "H", "C", "As", "C", "C", "C", "C", "C", "C", "C", "As", "C", "C", "H", "H", "H", "H", "H", "H", "H", "H", "H", "H", "H", "H", "H", "H", "H", "H", "Cl", "Ge", "Cl", "Cl"], "positions_angstrom": [[0.2221, 0.4485, -0.7236], [-1.5830, -4.8071, 0.6583], [-0.4300, -5.0923, 0.0397], [-0.1113, -6.4375, -0.1501], [1.0617, -6.8056, -0.7720], [1.9595, -5.8374, -1.2050], [1.6596, -4.5058, -1.0192], [0.4694, -4.1079, -0.4097], [0.1710, -2.6660, -0.3472], [1.0171, -1.8280, -0.7856], [-1.0190, -2.3644, 0.1426], [-1.4747, -1.0922, 0.0530], [-2.7001, -0.9169, 0.4207], [-3.4614, 0.2921, 0.4187], [-4.8341, 0.1748, 0.6973], [-5.6921, 1.2443, 0.6526], [-5.1945, 2.5013, 0.3175], [-3.8554, 2.6559, 0.0647], [-2.9414, 1.5845, 0.1160], [-1.6798, 1.8093, -0.1110], [-1.6763, -3.8185, 0.6569], [-0.8262, -7.1724, 0.1856], [1.2790, -7.8550, -0.9062], [2.8755, -6.1298, -1.6948], [2.3373, -3.7282, -1.3403], [-3.2406, -1.8107, 0.7368], [-5.2214, -0.8011, 0.9489], [-6.7408, 1.1111, 0.8631], [-5.8574, 3.3524, 0.2584], [-3.4450, 3.6252, -0.1879], [-0.5395, -0.2504, 3.3068], [0.8337, 0.0298, 1.9229], [1.9193, 1.3436, 2.8947], [1.9671, -1.5497, 2.0873], [1.6842, -2.5687, 2.9879], [2.4969, -3.6878, 3.0591], [3.5902, -3.7995, 2.2199], [3.8603, -2.7966, 1.3056], [3.0594, -1.6683, 1.2261], [3.4197, -0.2006, -0.0150], [5.1374, 0.3063, 0.8470], [4.2329, -1.1307, -1.5455], [-1.1387, -1.1406, 3.1108], [-1.2000, 0.6180, 3.2941], [-0.0762, -0.3247, 4.2941], [2.3604, 0.8865, 3.7843], [1.2672, 2.1683, 3.1853], [2.7097, 1.7281, 2.2505], [0.8303, -2.4896, 3.6509], [2.2833, -4.4691, 3.7732], [4.2434, -4.6568, 2.2859], [4.7132, -2.8933, 0.6455], [5.8447, -0.5193, 0.7715], [4.9705, 0.5350, 1.8988], [5.5694, 1.1831, 0.3663], [5.0647, -1.7712, -1.2500], [4.6036, -0.3724, -2.2389], [3.4701, -1.7165, -2.0527], [-0.4640, 5.1427, 1.8017], [-0.6594, 4.1476, -0.1984], [1.3717, 2.9745, -0.1547], [-0.0253, 5.7491, -1.7008]], "forces_ev_per_a": [[-0.280, -0.607, -1.420], [-0.144, -0.282, 0.096], [0.113, 0.035, 0.057], [-0.105, 0.009, -0.005], [-0.091, 0.054, 0.142], [0.181, -0.030, -0.090], [-0.051, -0.011, 0.085], [0.096, -0.108, 0.001], [-0.329, 0.313, 0.091], [-0.070, 0.306, -0.321], [-0.464, -1.180, 0.385], [-0.267, 0.855, -0.001], [0.682, -0.734, -0.100], [-0.143, 0.956, -0.147], [0.190, 0.000, -0.023], [-0.192, 0.087, 0.002], [-0.006, -0.168, 0.053], [0.294, 0.038, -0.011], [-1.061, -0.059, 0.210], [1.147, 0.681, -0.034], [0.148, 0.061, -0.167], [-0.053, -0.098, 0.068], [0.041, -0.085, -0.060], [0.112, 0.000, -0.026], [0.027, 0.009, -0.067], [0.045, -0.032, 0.021], [-0.023, -0.171, 0.008], [-0.111, -0.030, 0.032], [-0.028, 0.066, 0.007], [-0.074, 0.104, -0.023], [0.022, 0.029, -0.232], [0.328, -0.240, 1.735], [-0.066, 0.021, -0.094], [-0.118, 0.022, -0.144], [-0.202, 0.170, 0.140], [0.036, -0.061, 0.052], [0.048, -0.005, 0.042], [0.168, 0.125, -0.119], [-0.098, 0.070, -0.021], [0.980, -0.310, 0.075], [-0.206, 0.184, -0.125], [-0.177, 0.088, 0.020], [0.117, 0.037, -0.093], [0.040, -0.010, -0.039], [0.039, -0.007, -0.179], [-0.137, -0.037, -0.138], [0.069, 0.021, -0.036], [-0.075, 0.002, 0.026], [0.015, -0.036, -0.040], [-0.068, -0.053, 0.046], [-0.003, -0.119, -0.044], [0.036, -0.042, -0.006], [-0.073, -0.044, 0.014], [-0.041, -0.010, -0.010], [-0.044, 0.014, -0.050], [-0.075, 0.045, 0.048], [-0.013, -0.027, 0.092], [-0.042, -0.035, 0.014], [-0.270, -0.466, -0.736], [1.311, 0.132, 0.202], [-0.627, 1.319, 0.187], [-0.457, -0.759, 0.652]]}